Density functional theory data (ωB97M-V/def2-TZVPD) for a cluster of 4 separate species, C12H16BF6O10 in total at a distorted geometry.

Summary:
LUMO level = 2.295 eV
E_tot = -1843.387593 Eh
net charge = -1

Element x y z (Å)
B: 0.804 3.173 1.688
C: -0.632 3.141 2.510
C: -1.810 2.573 1.689
O: -2.284 1.315 2.190
C: -3.001 3.548 1.783
F: -3.318 3.820 3.058
F: -4.135 3.090 1.226
F: -2.670 4.705 1.200
H: 0.857 4.210 1.041
H: 1.697 3.237 2.524
H: 0.970 2.208 0.975
H: -0.566 2.518 3.418
H: -0.824 4.166 2.861
H: -1.568 2.428 0.625
H: -1.816 0.603 1.736
C: -1.364 4.387 -2.583
C: -0.776 3.667 -3.766
O: 0.041 2.691 -3.161
C: -0.518 2.410 -1.941
O: -0.241 1.461 -1.288
O: -1.435 3.356 -1.602
F: -0.001 4.487 -4.523
H: -0.715 5.187 -2.221
H: -2.352 4.795 -2.788
H: -1.512 3.178 -4.408
C: 1.551 -1.057 -0.006
C: 2.994 -0.624 -0.015
O: 3.643 -1.695 0.667
C: 2.897 -2.806 0.450
O: 3.272 -3.921 0.652
O: 1.676 -2.489 -0.037
F: 3.196 0.512 0.670
H: 1.036 -0.754 0.907
H: 0.993 -0.692 -0.864
H: 3.426 -0.523 -1.014
C: 1.193 -6.694 -0.444
C: 0.292 -6.918 0.741
O: -0.888 -6.229 0.370
C: -0.944 -6.251 -0.994
O: -1.914 -6.001 -1.632
O: 0.254 -6.614 -1.521
F: 0.793 -6.364 1.869
H: 1.748 -5.756 -0.370
H: 1.897 -7.509 -0.602
H: 0.052 -7.967 0.934

---

Density functional theory data (ωB97M-V/def2-TZVPD) for a cluster of 2 separate species, C29H33N3O2 in total at a distorted geometry.

Summary:
LUMO level = -2.070 eV
ΔE to the lowest compared entry with this formula, charge and spin = 306.2 kJ/mol
E_tot = -1439.476588 Eh
net charge = 0

Element x y z (Å)
C: -1.552 6.097 1.106
N: -2.636 5.138 1.218
C: -3.926 5.696 0.856
C: -2.387 3.759 1.220
C: -2.348 3.029 2.438
C: -2.023 1.686 2.437
C: -1.725 0.995 1.227
C: -1.397 -0.397 1.233
C: -1.434 -1.191 0.091
C: -1.109 -2.538 0.048
C: -0.942 -3.285 -1.155
C: -0.747 -4.695 -1.107
C: -0.578 -5.437 -2.257
C: -0.583 -4.805 -3.529
N: -0.346 -5.540 -4.696
C: -1.414 -6.006 -5.556
C: 0.968 -5.633 -5.301
C: -0.810 -3.409 -3.595
C: -0.972 -2.666 -2.440
C: -1.797 1.736 0.013
C: -2.137 3.077 0.007
H: -0.588 5.607 1.290
H: -1.543 6.561 0.107
H: -1.707 6.896 1.845
H: -4.693 4.914 0.862
H: -4.191 6.479 1.582
H: -3.885 6.165 -0.141
H: -2.591 3.556 3.363
H: -2.021 1.116 3.371
H: -1.211 -0.868 2.203
H: -1.781 -0.731 -0.837
H: -0.960 -3.071 0.986
H: -0.723 -5.176 -0.126
H: -0.421 -6.517 -2.222
H: -2.385 -5.833 -5.077
H: -1.385 -5.486 -6.526
H: -1.286 -7.081 -5.750
H: 1.718 -5.185 -4.639
H: 1.218 -6.690 -5.478
H: 0.983 -5.117 -6.275
H: -0.833 -2.928 -4.574
H: -1.109 -1.584 -2.509
H: -1.578 1.233 -0.931
H: -2.217 3.626 -0.933
C: 4.097 3.427 -0.128
C: 4.548 2.101 -0.060
C: 4.190 1.298 1.028
C: 3.376 1.809 2.043
C: 2.965 0.926 3.196
C: 1.608 0.221 3.029
C: 1.372 -0.780 4.153
O: 1.398 -2.064 3.541
C: 1.352 -1.907 2.161
O: 1.301 -2.912 1.454
N: 1.372 -0.573 1.850
C: 2.944 3.142 1.986
C: 3.292 3.947 0.896
H: 4.371 4.052 -0.979
H: 5.178 1.685 -0.849
H: 4.521 0.261 1.101
H: 3.723 0.152 3.386
H: 2.848 1.545 4.096
H: 0.822 1.006 3.075
H: 2.147 -0.767 4.927
H: 0.379 -0.577 4.587
H: 2.341 3.535 2.809
H: 2.937 4.980 0.851

---

Density functional theory data (ωB97M-V/def2-TZVPD) for a cluster of 2 separate species, CH6N3S2 in total at a distorted geometry.

Summary:
LUMO level = -4.440 eV
ΔE to the lowest compared entry with this formula, charge and spin = 199.2 kJ/mol
E_tot = -1002.006782 Eh
net charge = +1

Element x y z (Å)
C: 1.552 0.680 0.458
N: 0.449 1.354 0.481
N: 2.385 0.067 -0.039
N: -2.026 -0.049 -0.071
S: 3.753 -0.835 -0.120
S: -1.959 -1.719 0.229
H: -0.539 0.997 0.437
H: 0.500 2.112 1.125
H: -2.808 0.315 0.374
H: -1.895 0.118 -1.059
H: 3.661 -1.043 -1.456
H: -3.073 -1.996 -0.359

---

Density functional theory data (ωB97M-V/def2-TZVPD) for a cluster of 2 separate species, C8H11N4S in total at a distorted geometry.

Summary:
LUMO level = -4.825 eV
ΔE to the lowest compared entry with this formula, charge and spin = 214.2 kJ/mol
E_tot = -928.309488 Eh
net charge = +1

Element x y z (Å)
C: 1.177 -1.972 -0.452
C: 0.668 -1.597 0.741
C: 1.534 -1.016 -1.394
C: 0.369 -0.235 0.948
C: 1.388 0.334 -1.111
C: 0.774 0.756 0.089
C: -2.200 -0.615 0.405
C: 0.496 2.243 0.299
N: -2.504 0.716 0.501
N: -1.948 0.739 -1.595
N: -2.572 -1.480 1.255
N: -2.280 1.440 -0.545
S: -1.713 -0.914 -1.278
H: 1.402 -3.084 -0.689
H: 0.480 -2.239 1.678
H: 1.916 -1.150 -2.396
H: 0.038 0.098 1.941
H: 1.746 1.068 -1.751
H: 0.488 2.891 -0.668
H: -0.581 2.102 0.699
H: -1.590 1.177 -2.380
H: -2.960 -1.211 2.163
H: -2.317 -2.519 1.136
H: 1.113 2.734 1.124

---

Density functional theory data (ωB97M-V/def2-TZVPD) for a structure of composition C21H49AgCl3O14P3 at a distorted geometry.

Summary:
<S²> = 0.7613
2S+1 = 2
LUMO level (alpha / beta) = -4.287 / -7.516 eV
ΔE to the lowest compared entry with this formula, charge and spin = 0.0 kJ/mol
E_tot = -4434.492771 Eh
net charge = +1

Element x y z (Å)
Ag: 2.693 4.142 -1.061
C: 0.440 0.531 -0.923
C: 1.318 1.723 -1.067
O: 2.501 1.784 -0.640
O: 0.902 2.778 -1.620
H: -0.423 0.959 -0.400
H: 0.791 -0.256 -0.259
H: 0.162 0.158 -1.907
C: -2.973 -5.142 -9.499
C: -2.625 -5.607 -8.084
O: -2.408 -4.501 -7.221
P: -2.444 -4.862 -5.624
O: -2.292 -6.296 -5.357
O: -3.728 -4.113 -5.097
C: -5.067 -4.230 -5.657
C: -5.736 -5.448 -5.083
O: -1.287 -3.954 -4.984
C: -1.470 -2.571 -4.715
C: -0.123 -1.918 -4.573
H: -2.123 -4.609 -9.939
H: -3.011 -6.004 -10.164
H: -3.821 -4.464 -9.436
H: -3.406 -6.318 -7.802
H: -1.738 -6.243 -8.147
H: -5.506 -3.261 -5.443
H: -4.977 -4.359 -6.742
H: -5.305 -6.414 -5.332
H: -5.648 -5.365 -3.995
H: -6.793 -5.429 -5.359
H: -2.061 -1.993 -5.431
H: -2.063 -2.460 -3.804
H: -0.269 -0.847 -4.396
H: 0.456 -2.293 -3.726
H: 0.532 -1.997 -5.440
C: 2.347 -1.536 1.972
C: 2.186 -2.711 2.892
O: 3.422 -3.390 3.155
P: 4.464 -2.615 4.104
O: 5.181 -1.445 3.601
O: 3.572 -2.333 5.421
C: 3.700 -1.073 6.112
C: 2.691 -0.047 5.610
O: 5.404 -3.841 4.518
C: 4.934 -5.046 5.129
C: 4.742 -4.896 6.650
H: 1.368 -1.044 1.875
H: 2.809 -0.683 2.485
H: 2.866 -1.736 1.040
H: 1.667 -2.412 3.809
H: 1.448 -3.427 2.524
H: 3.483 -1.289 7.162
H: 4.742 -0.757 6.103
H: 3.238 0.608 4.917
H: 1.793 -0.349 5.088
H: 2.535 0.622 6.462
H: 4.110 -5.492 4.573
H: 5.771 -5.732 4.984
H: 5.418 -5.582 7.165
H: 4.951 -3.926 7.090
H: 3.734 -5.213 6.924
C: -0.679 6.279 4.725
C: 0.812 6.469 4.329
O: 1.274 5.454 3.369
P: 0.746 5.404 1.882
O: 1.661 4.693 0.972
O: -0.704 4.709 1.892
C: -0.784 3.249 1.903
C: -2.128 2.869 2.498
O: 0.360 6.890 1.511
C: -0.475 7.215 0.378
C: -0.357 8.720 0.186
H: -0.867 5.551 5.510
H: -0.904 7.274 5.121
H: -1.313 6.038 3.879
H: 0.998 7.421 3.850
H: 1.307 6.279 5.276
H: -0.803 3.045 0.823
H: 0.120 2.797 2.309
H: -2.903 2.804 1.733
H: -2.104 1.863 2.917
H: -2.435 3.640 3.201
H: -0.179 6.636 -0.495
H: -1.509 7.031 0.686
H: -1.172 9.219 -0.332
H: -0.259 9.195 1.160
H: 0.567 8.863 -0.383
C: -2.564 3.002 -2.217
Cl: -3.751 4.290 -2.276
Cl: -2.118 2.421 -3.825
Cl: -3.226 1.568 -1.341
H: -1.685 3.333 -1.679

---

Density functional theory data (ωB97M-V/def2-TZVPD) for a cluster of 9 separate species, H20NO8 in total at a distorted geometry.

Summary:
LUMO level = -2.947 eV
ΔE to the lowest compared entry with this formula, charge and spin = 14.6 kJ/mol
E_tot = -668.474089 Eh
net charge = +1

Element x y z (Å)
N: 0.195 0.152 -0.420
H: 1.127 0.417 -0.734
H: 0.249 -0.261 0.507
H: -0.306 -0.478 -1.058
H: -0.421 0.988 -0.310
O: -2.047 -0.720 1.094
H: -2.243 -0.536 2.021
H: -2.589 -1.490 0.880
O: 1.036 -2.618 1.281
H: 1.130 -3.380 1.864
H: 1.358 -1.867 1.816
O: -0.578 -1.695 -2.519
H: -1.122 -2.489 -2.438
H: -0.886 -1.263 -3.326
O: 2.132 -0.304 2.564
H: 3.025 -0.203 2.915
H: 1.787 0.594 2.509
O: -3.752 1.819 0.860
H: -4.144 1.677 1.729
H: -3.162 1.061 0.728
O: 2.248 -1.613 -1.183
H: 2.280 -2.033 -0.311
H: 1.532 -2.065 -1.645
O: 2.201 2.717 -1.670
H: 3.121 2.775 -1.388
H: 2.243 2.283 -2.530
O: -1.227 2.537 -0.394
H: -1.631 2.923 -1.180
H: -1.556 3.075 0.337

---

Density functional theory data (ωB97M-V/def2-TZVPD) for a cluster of 3 separate species, C4H12N2OS in total at a distorted geometry.

Summary:
LUMO level = -2.999 eV
ΔE to the lowest compared entry with this formula, charge and spin = 901.4 kJ/mol
E_tot = -742.217741 Eh
net charge = 0

Element x y z (Å)
C: -1.234 0.588 0.074
N: -1.728 1.853 0.471
C: 0.394 0.036 0.211
C: 0.597 0.088 1.776
S: 1.213 1.616 2.397
N: 0.740 -1.357 -0.505
C: 1.128 -1.189 -1.856
O: 0.019 -1.290 -2.733
H: -1.553 -0.378 0.577
H: -1.395 0.283 -1.023
H: -1.280 1.452 1.987
H: -1.488 2.507 -0.271
H: 1.043 0.786 -0.261
H: -0.360 -0.425 2.302
H: 1.520 -0.543 1.957
H: -1.286 1.583 2.928
H: -0.113 -1.847 -0.256
H: 1.724 -2.170 -2.091
H: 1.743 -0.276 -2.003
H: 0.314 -1.317 -3.682

---

Density functional theory data (ωB97M-V/def2-TZVPD) for an isolated molecule of C10H13BrO4 at a distorted geometry.

Summary:
SMILES = C=C1C(C(=O)OCC)=C(OCC)O[C@H]1Br
LUMO level = 0.342 eV
ΔE to the lowest compared entry with this formula, charge and spin = 115.9 kJ/mol
E_tot = -3263.730905 Eh
net charge = 0

Element x y z (Å)
C: 0.159 2.977 1.276
C: 0.023 1.673 1.514
C: -0.094 0.613 0.551
C: 0.074 0.594 -0.877
O: -0.406 -0.246 -1.658
O: 0.655 1.691 -1.459
C: 0.721 1.688 -2.969
C: 1.777 0.691 -3.461
C: -0.233 -0.493 1.333
O: -0.207 -1.756 0.876
C: -0.802 -2.873 1.436
C: -1.804 -3.571 0.451
O: -0.248 -0.268 2.710
C: -0.086 1.136 2.924
Br: 1.586 1.536 3.961
H: 0.238 3.403 0.341
H: 0.124 3.698 2.061
H: -0.267 1.293 -3.304
H: 0.744 2.779 -3.291
H: 1.386 -0.305 -3.111
H: 2.065 0.817 -4.599
H: 2.818 0.791 -3.008
H: 0.035 -3.582 1.684
H: -1.179 -2.635 2.467
H: -1.180 -4.237 -0.090
H: -2.713 -4.128 0.916
H: -2.337 -2.792 -0.283
H: -0.848 1.506 3.610

---

Q: Which value of net charge does entry 8 give?
A: 0